[1]
Formula: C27H49N6O2
Source: the OMol25 dataset
Level of theory: ωB97M-V with the def2-TZVPD basis set

Atoms and positions in Å:
1 O 1.88973 1.28084 0.44024
2 C 1.02968 1.97476 0.73970
3 O 0.88394 2.38369 2.03542
4 C 0.06108 2.54782 -0.25995
5 C -1.39972 2.26179 0.11187
6 C -2.33005 3.37264 -0.36145
7 C -3.65131 3.19139 0.40770
8 C -4.00604 1.71503 0.71334
9 C -3.29679 0.65791 -0.13083
10 N -1.89381 1.02436 -0.52971
11 H 0.18389 1.89140 2.48084
12 H 0.31092 2.18161 -1.24591
13 H 0.19431 3.61890 -0.22445
14 H -1.44771 2.22746 1.19243
15 H -2.55416 3.16764 -1.40679
16 H -1.89923 4.34858 -0.20830
17 H -4.46367 3.73451 -0.04254
18 H -3.47975 3.67050 1.36350
19 H -3.90412 1.48730 1.76089
20 H -5.05544 1.59013 0.49688
21 H -3.82437 0.36200 -1.01894
22 H -3.22194 -0.23240 0.47213
23 H -1.22461 0.26815 -0.37060
24 H -1.89502 1.18477 -1.53833
25 C 1.26986 6.94596 -1.23279
26 C 0.43446 8.20351 -1.45311
27 C -0.43598 8.53971 -0.23790
28 C -1.41352 7.48780 0.01938
29 N -2.13823 6.62267 0.23195
30 H 0.62985 6.07206 -1.08053
31 H 1.90239 6.74579 -2.09443
32 H 1.91793 7.05271 -0.36149
33 H -0.19070 8.07725 -2.33902
34 H 1.09664 9.04688 -1.65153
35 H -0.96185 9.48228 -0.39973
36 H 0.18937 8.67620 0.64603
37 C -1.36704 -3.31341 0.68342
38 C -2.62487 -4.13006 0.41467
39 C -2.97224 -4.22316 -1.07447
40 C -3.29193 -2.91688 -1.64092
41 N -3.51695 -1.87967 -2.08158
42 H -1.48859 -2.27101 0.35748
43 H -1.14543 -3.30567 1.74328
44 H -0.50790 -3.73628 0.16229
45 H -3.46415 -3.69937 0.96571
46 H -2.47717 -5.13977 0.79777
47 H -3.82901 -4.88529 -1.20980
48 H -2.14255 -4.66817 -1.62636
49 C 1.74219 -2.67119 5.04000
50 C 2.56752 -3.92550 4.77554
51 C 2.51045 -4.38119 3.31443
52 C 1.16294 -4.77889 2.91042
53 N 0.10250 -5.08656 2.59372
54 H 0.68219 -2.84365 4.84321
55 H 1.83970 -2.36528 6.08115
56 H 2.07816 -1.84260 4.41205
57 H 2.22613 -4.73011 5.42856
58 H 3.60893 -3.72741 5.03333
59 H 3.18056 -5.23022 3.16966
60 H 2.86531 -3.58460 2.65736
61 C 0.36772 -7.44812 -3.92921
62 C -0.73216 -8.42676 -4.32564
63 C -2.13125 -7.94507 -3.93050
64 C -2.29026 -7.83468 -2.48105
65 N -2.41290 -7.74562 -1.34226
66 H 0.41343 -7.31793 -2.84635
67 H 1.33901 -7.81502 -4.25949
68 H 0.20413 -6.46945 -4.38593
69 H -0.53383 -9.39981 -3.87358
70 H -0.71026 -8.56857 -5.40725
71 H -2.87929 -8.64347 -4.30941
72 H -2.34113 -6.97826 -4.39246
73 C 5.88778 3.69416 1.20266
74 C 4.57528 3.00636 0.84342
75 C 4.33436 2.93118 -0.66745
76 C 4.19400 4.25550 -1.27360
77 N 4.09627 5.29795 -1.74621
78 H 5.89937 4.73223 0.86701
79 H 6.03239 3.69377 2.28267
80 H 6.73613 3.17914 0.74878
81 H 3.74636 3.52922 1.32664
82 H 4.58351 1.99007 1.24060
83 H 3.42463 2.35909 -0.86257
84 H 5.15194 2.39639 -1.15366

Atoms 1-2, force components in eV/Å:
3.88 -3.22 -1.41
-2.98 2.14 0.83

Calculated values
Charge: +1
Gap between HOMO and LUMO (hartree): 0.3896
2S+1: 1
LUMO energy (Ha): -0.1017

Here are the Mulliken charges for atoms 1 to 2, given in e: number 1, O, carries -0.50; number 2, C, carries 0.35

=====

[2]
Formula: C4H11NO2
Source: the OMol25 dataset
Level of theory: ωB97M-V with the def2-TZVPD basis set

Atoms and positions in Å:
1 C -1.04288 -0.49655 0.35485
2 C -2.01035 0.30166 -0.56486
3 N -2.06572 1.73381 -0.17311
4 C -0.97950 2.61889 -0.00886
5 C 0.44973 2.09553 -0.25042
6 O -1.19506 3.78144 0.20595
7 H -1.33162 -1.53437 0.40435
8 H -0.02906 -0.45680 -0.02146
9 H -1.21676 -0.09790 1.37100
10 H -3.02368 -0.07801 -0.53704
11 H -1.58516 0.30018 -1.57094
12 H -2.79577 2.21868 -0.67670
13 H 0.75422 1.60228 0.68681
14 H 1.12241 2.95699 -0.27996
15 H 0.46178 1.49608 -1.15029
16 O 4.81415 -5.76303 1.04352
17 H 4.10770 -5.29298 0.60735
18 H 5.56555 -5.38589 0.55982

Atoms 1-2, force components in eV/Å:
-1.54 0.50 0.10
1.91 0.92 0.23

Calculated values
Charge: 0
Gap between HOMO and LUMO (hartree): 0.3797
2S+1: 1
LUMO energy (Ha): 0.0287
SMILES: CCNC(C)=O.O

Here are the Mulliken charges for atoms 1 to 2, given in e: number 1, C, carries -1.03; number 2, C, carries -0.41

=====

[3]
Formula: C5H11NO
Source: the OMol25 dataset
Level of theory: ωB97M-V with the def2-TZVPD basis set

Atoms and positions in Å:
1 C -2.24113 -0.68586 -1.36353
2 C -1.57422 0.01461 -0.16829
3 C -0.07316 0.05854 -0.19302
4 C 1.75256 1.63517 0.99337
5 N 0.61564 -1.01649 0.27128
6 C 1.93867 -0.96653 0.44211
7 O 2.50703 0.13120 0.11175
8 H -1.95761 -0.20906 -2.30683
9 H -1.94631 -1.73897 -1.42582
10 H -3.33455 -0.65191 -1.28779
11 H -1.94253 1.04607 -0.12055
12 H -1.92409 -0.45945 0.76055
13 H 0.44179 0.63031 -0.95201
14 H 1.37300 2.40627 0.32065
15 H 1.08851 1.47221 1.84430
16 H 2.76592 1.85703 1.31049
17 H 0.11041 -1.76684 0.72523
18 H 2.40006 -1.75629 1.03810

Atoms 1-2, force components in eV/Å:
0.00 -0.05 -0.11
-0.04 0.07 0.10

Calculated values
Charge: 0
Gap between HOMO and LUMO (alpha / beta) (hartree): 0.2658 / 0.2687
2S+1: 1
LUMO energy (alpha / beta) (Ha): 0.0319 / 0.0321

Here are the Mulliken charges for atoms 1 to 2, given in e: number 1, C, carries -1.08; number 2, C, carries -0.61

=====

[4]
Formula: C45H36CoF3N9O3S2Sb
Source: the OMol25 dataset
Level of theory: ωB97M-V with the def2-TZVPD basis set

Atoms and positions in Å:
1 Co -0.14767 0.73071 1.05612
2 N -1.77766 0.32384 -1.98086
3 C -2.19176 -0.60023 -1.09632
4 N -3.18085 -1.40944 -1.44745
5 C -3.52393 -2.31323 -0.52913
6 N -4.48305 -3.18697 -0.84089
7 N -2.99518 -2.40291 0.71722
8 C -2.05786 -1.52062 0.95957
9 N -1.58676 -0.60701 0.11103
10 C -1.47801 -1.47050 2.33030
11 C -1.74569 -2.43710 3.27924
12 C -1.17186 -2.30784 4.53198
13 C -0.36559 -1.21145 4.79715
14 C -0.15079 -0.28637 3.79332
15 N -0.69791 -0.41377 2.58373
16 H -2.08940 0.23321 -2.93368
17 H -0.90627 0.79718 -1.80168
18 H -4.84321 -3.20448 -1.77853
19 H -4.69851 -3.93073 -0.20191
20 H -2.37740 -3.27057 3.01137
21 H -1.34801 -3.05510 5.29397
22 H 0.09876 -1.07250 5.76306
23 H 0.48243 0.57843 3.94850
24 N -2.42628 4.08894 0.35779
25 C -3.61191 4.09499 1.04555
26 C -4.52604 5.14593 0.87204
27 C -5.71809 5.13314 1.54788
28 C -6.04547 4.07862 2.41903
29 C -5.16642 3.04482 2.59771
30 C -3.93926 3.04310 1.90968
31 S -2.88721 1.71345 2.13481
32 N -1.54010 2.06764 1.32024
33 C -1.43556 3.15024 0.44639
34 C -0.25531 3.20468 -0.31595
35 C 0.16065 4.30054 -1.09942
36 C 1.37202 4.23687 -1.74348
37 C 2.17068 3.09899 -1.60741
38 C 1.70895 2.05335 -0.83236
39 N 0.52354 2.08187 -0.21580
40 H -2.28461 4.83355 -0.30691
41 H -4.27861 5.96072 0.20242
42 H -6.41594 5.94729 1.40808
43 H -6.98851 4.08493 2.94653
44 H -5.40359 2.22489 3.26468
45 H -0.43966 5.19832 -1.16602
46 H 1.71130 5.07412 -2.33898
47 H 3.13080 3.01996 -2.09518
48 H 2.27388 1.14304 -0.69829
49 C 6.92947 -0.78576 4.29652
50 C 5.70587 -1.01165 3.45223
51 C 5.76618 -0.94418 2.06427
52 C 4.63890 -1.16188 1.28569
53 C 3.43178 -1.44370 1.90462
54 C 3.34918 -1.52892 3.28783
55 C 4.48246 -1.31111 4.05124
56 S 1.98569 -1.68770 0.92662
57 O 2.42513 -2.19336 -0.35312
58 O 1.07636 -2.52547 1.67392
59 O 1.42935 -0.29935 0.76055
60 H 7.80750 -0.60073 3.68020
61 H 7.13345 -1.65362 4.92514
62 H 6.79259 0.07147 4.95775
63 H 6.71327 -0.73216 1.58308
64 H 4.69315 -1.13532 0.20501
65 H 2.40933 -1.79821 3.75113
66 H 4.42544 -1.39161 5.13082
67 F 5.73984 -4.80152 -5.25349
68 C 4.77512 -3.98937 -4.78128
69 C 4.48313 -2.83237 -5.47190
70 C 3.48304 -2.00333 -4.97911
71 C 2.78825 -2.32791 -3.81717
72 C 3.12636 -3.49997 -3.13934
73 C 4.11749 -4.34247 -3.61958
74 Sb 1.27146 -1.05485 -3.00623
75 C 0.64980 -0.23332 -4.89562
76 C 0.45901 1.14903 -4.92491
77 C 0.04383 1.81119 -6.07469
78 C -0.18586 1.05978 -7.20783
79 F -0.59968 1.68179 -8.32557
80 C -0.00031 -0.31010 -7.23518
81 C 0.41884 -0.94430 -6.07563
82 C -0.25336 -2.56502 -2.85089
83 C -0.30507 -3.34370 -1.69299
84 C -1.25931 -4.34232 -1.53837
85 C -2.16451 -4.54971 -2.55777
86 F -3.10393 -5.51001 -2.41166
87 C -2.15827 -3.79562 -3.71305
88 C -1.19805 -2.80168 -3.84757
89 H 5.02903 -2.59294 -6.37453
90 H 3.25593 -1.09197 -5.51850
91 H 2.61918 -3.76323 -2.22000
92 H 4.38549 -5.25711 -3.10810
93 H 0.65310 1.73872 -4.03280
94 H -0.09135 2.88416 -6.10535
95 H -0.17859 -0.85597 -8.15196
96 H 0.58509 -2.01592 -6.10351
97 H 0.40758 -3.18744 -0.89266
98 H -1.29800 -4.95205 -0.64480
99 H -2.88733 -3.99005 -4.48867
100 H -1.20384 -2.20707 -4.75372

Atoms 1-2, force components in eV/Å:
-0.07 -0.22 -0.07
-0.08 0.15 0.01

Calculated values
Charge: +1
Gap between HOMO and LUMO (alpha / beta) (hartree): 0.2394 / 0.1752
2S+1: 4
LUMO energy (alpha / beta) (Ha): -0.1001 / -0.1897

Here are the Mulliken charges for atoms 1 to 2, given in e: number 1, Co, carries -0.05; number 2, N, carries -0.01

=====

Going through the records in order, we get E_tot values of -41822.5303; -9911.2557; -8896.9271; -140787.4665 eV.
Going through the records in order, we get M values of 489.7; 105.1; 101.1; 1052.7 g/mol.